38
Properties=species:S:1:pos:R:3 method="wB97M-V/def2-TZVPD" orbital_gap_ev=9.59 smiles=COC[C@H](C)N.CO.CO.CO.O lumo_energy_ev=0.28
C -3.094 0.802 -3.976
C -3.781 0.640 -2.563
C -3.076 1.441 -1.511
O -1.761 0.859 -1.321
C -1.016 1.361 -0.222
N -5.102 1.141 -2.744
H -3.107 1.841 -4.304
H -3.672 0.196 -4.674
H -2.072 0.423 -3.993
H -3.903 -0.428 -2.378
H -3.699 1.405 -0.618
H -2.976 2.496 -1.766
H -0.026 0.905 -0.208
H -1.515 1.100 0.711
H -0.954 2.443 -0.334
H -5.770 0.916 -2.020
H -5.530 0.880 -3.620
O 2.649 -0.573 1.387
H 3.177 -1.371 1.384
H 2.342 -0.485 0.484
C 0.360 0.655 3.895
O 1.720 0.152 3.742
H 0.265 1.715 4.134
H -0.169 0.573 2.945
H -0.188 0.144 4.686
H 2.046 -0.035 2.858
C 1.467 -3.076 -1.771
O 2.485 -3.890 -1.378
H 1.746 -2.022 -1.769
H 1.196 -3.504 -2.736
H 0.540 -3.208 -1.213
H 2.074 -4.564 -0.832
C 5.128 0.041 3.535
O 4.709 0.861 2.396
H 6.216 0.080 3.579
H 4.713 0.383 4.483
H 4.803 -0.999 3.499
H 3.776 0.700 2.234